{"formula": "C46H39N4O4P2S2V", "method": "ωB97M-V/def2-TZVPD", "elements": ["V", "C", "P", "C", "C", "C", "C", "C", "C", "C", "C", "C", "C", "C", "C", "C", "C", "C", "C", "C", "P", "C", "C", "C", "C", "C", "C", "C", "C", "C", "C", "C", "C", "N", "H", "H", "H", "H", "H", "H", "H", "H", "H", "H", "H", "H", "H", "H", "H", "H", "H", "H", "H", "H", "H", "H", "H", "H", "H", "H", "C", "S", "C", "S", "N", "N", "C", "C", "C", "C", "C", "C", "N", "H", "H", "H", "H", "H", "H", "H", "H", "O", "C", "O", "C", "C", "C", "C", "O", "C", "O", "C", "C", "H", "H", "H", "H", "H"], "coordinates": [[0.342, 0.592, -0.636], [3.474, -0.691, -0.502], [1.854, -1.560, -0.449], [2.016, -3.022, -1.532], [3.235, -3.630, -1.810], [3.281, -4.805, -2.548], [2.105, -5.389, -3.000], [0.885, -4.780, -2.740], [0.844, -3.593, -2.023], [1.897, -2.417, 1.183], [1.010, -3.469, 1.415], [1.038, -4.172, 2.609], [1.954, -3.832, 3.596], [2.814, -2.765, 3.390], [2.783, -2.056, 2.196], [3.314, 0.514, 0.388], [4.234, 1.109, 1.226], [3.502, 2.000, 2.052], [2.180, 1.892, 1.667], [0.965, 2.521, 2.277], [-0.316, 1.186, 2.451], [0.070, 0.518, 4.124], [0.140, -0.862, 4.283], [0.365, -1.419, 5.537], [0.531, -0.601, 6.642], [0.471, 0.781, 6.493], [0.239, 1.331, 5.244], [-1.843, 2.129, 2.849], [-3.049, 1.512, 2.510], [-4.255, 2.167, 2.713], [-4.271, 3.449, 3.248], [-3.076, 4.074, 3.578], [-1.869, 3.417, 3.377], [2.057, 0.993, 0.641], [4.286, -1.326, -0.137], [3.670, -0.442, -1.547], [4.155, -3.186, -1.451], [4.236, -5.268, -2.766], [2.142, -6.310, -3.570], [-0.034, -5.215, -3.113], [-0.101, -3.089, -1.856], [0.297, -3.752, 0.650], [0.346, -4.991, 2.765], [1.984, -4.387, 4.526], [3.509, -2.468, 4.166], [3.445, -1.208, 2.064], [5.292, 0.893, 1.269], [3.883, 2.621, 2.849], [1.227, 2.973, 3.236], [0.535, 3.309, 1.651], [0.021, -1.503, 3.416], [0.416, -2.495, 5.642], [0.707, -1.033, 7.619], [0.600, 1.425, 7.354], [0.177, 2.408, 5.144], [-3.045, 0.537, 2.030], [-5.179, 1.680, 2.426], [-5.210, 3.967, 3.398], [-3.085, 5.078, 3.986], [-0.941, 3.923, 3.619], [2.465, -2.382, -5.323], [3.260, -0.952, -4.578], [1.909, -0.175, -3.716], [0.315, -0.717, -3.778], [2.379, 0.869, -3.068], [1.474, 1.468, -2.246], [1.501, 2.751, -2.234], [0.512, 3.440, -1.426], [0.405, 4.827, -1.404], [-0.664, 5.402, -0.740], [-1.608, 4.580, -0.136], [-1.407, 3.211, -0.168], [-0.352, 2.648, -0.755], [3.252, -2.911, -5.864], [1.681, -2.068, -6.008], [2.042, -3.027, -4.559], [2.163, 3.302, -2.893], [1.140, 5.430, -1.920], [-0.773, 6.478, -0.709], [-2.476, 4.980, 0.368], [-2.109, 2.535, 0.300], [-3.648, -0.558, -0.002], [-2.817, -0.268, -0.864], [-1.568, -0.094, -0.647], [-3.287, -0.082, -2.288], [-2.664, 0.836, -3.121], [-3.097, 1.048, -4.433], [-4.147, 0.278, -4.861], [-4.781, 0.293, -6.088], [-5.578, -0.884, -6.079], [-5.804, -1.246, -4.726], [-4.763, -0.648, -4.038], [-4.372, -0.843, -2.742], [-1.798, 1.367, -2.754], [-2.609, 1.756, -5.088], [-5.035, -1.692, -6.587], [-6.530, -0.682, -6.566], [-4.870, -1.535, -2.077]], "total_charge": -1, "multiplicity": 4, "homo_energy_ev": [-4.2, -4.6]}

{"formula": "C46H39N7O2PPr", "method": "ωB97M-V/def2-TZVPD", "elements": ["Pr", "C", "C", "C", "C", "C", "N", "C", "C", "C", "C", "C", "C", "C", "N", "C", "C", "C", "N", "C", "C", "N", "C", "C", "C", "N", "H", "H", "H", "H", "H", "H", "H", "H", "H", "H", "H", "H", "H", "H", "H", "H", "H", "H", "C", "C", "C", "C", "C", "C", "N", "N", "C", "C", "C", "C", "C", "C", "H", "H", "H", "H", "H", "H", "H", "H", "H", "O", "C", "O", "C", "P", "C", "C", "C", "C", "C", "C", "C", "C", "C", "C", "C", "C", "H", "H", "H", "H", "H", "H", "H", "H", "H", "H", "H", "H"], "coordinates": [[0.103, 0.005, -0.026], [-6.239, -0.691, 3.972], [-4.963, -0.926, 3.220], [-4.842, -1.981, 2.311], [-3.684, -2.185, 1.603], [-2.562, -1.336, 1.749], [-1.360, -1.501, 1.157], [-0.934, -2.668, 0.543], [-1.610, -3.417, -0.434], [-1.051, -4.555, -0.973], [0.195, -5.023, -0.564], [0.793, -6.261, -1.162], [0.882, -4.296, 0.403], [0.347, -3.140, 0.932], [1.054, -2.473, 1.975], [1.452, -3.028, 3.138], [2.090, -2.046, 3.859], [2.017, -0.910, 3.042], [1.389, -1.175, 1.905], [-2.686, -0.287, 2.708], [-3.862, -0.096, 3.406], [-1.575, 0.520, 3.065], [-1.263, 0.894, 4.329], [-0.153, 1.698, 4.254], [0.145, 1.761, 2.887], [-0.716, 1.042, 2.176], [-6.773, -1.628, 4.125], [-6.896, -0.021, 3.413], [-6.043, -0.234, 4.941], [-5.678, -2.651, 2.156], [-3.628, -3.020, 0.922], [-2.561, -3.066, -0.813], [-1.593, -5.082, -1.748], [1.244, -6.040, -2.131], [0.029, -7.022, -1.318], [1.571, -6.669, -0.518], [1.856, -4.627, 0.742], [1.248, -4.061, 3.365], [2.537, -2.136, 4.833], [2.408, 0.075, 3.229], [-3.929, 0.724, 4.111], [-1.818, 0.542, 5.181], [0.369, 2.170, 5.068], [0.936, 2.309, 2.400], [-4.516, -2.273, -2.596], [-3.895, -1.152, -2.056], [-2.559, -0.888, -2.317], [-1.819, -1.748, -3.153], [-2.469, -2.850, -3.735], [-3.795, -3.114, -3.444], [-0.478, -1.581, -3.413], [0.175, -1.027, -2.425], [1.538, -0.754, -2.587], [2.202, -0.772, -3.821], [3.571, -0.566, -3.839], [4.258, -0.364, -2.644], [3.566, -0.307, -1.439], [2.178, -0.475, -1.344], [-5.560, -2.475, -2.389], [-4.467, -0.469, -1.436], [-2.103, 0.018, -1.937], [-1.897, -3.503, -4.381], [-4.279, -3.980, -3.882], [1.641, -0.956, -4.728], [4.113, -0.560, -4.779], [5.335, -0.228, -2.661], [4.139, -0.124, -0.531], [-1.654, 2.220, -2.928], [-0.842, 2.147, -2.034], [-1.045, 1.653, -0.846], [0.604, 2.638, -2.254], [1.472, 2.562, -0.625], [3.224, 2.861, -1.063], [4.137, 2.876, -0.007], [5.490, 3.057, -0.237], [5.955, 3.219, -1.536], [5.057, 3.205, -2.591], [3.701, 3.025, -2.357], [0.995, 4.217, 0.038], [-0.229, 4.334, 0.700], [-0.635, 5.553, 1.221], [0.180, 6.668, 1.102], [1.393, 6.564, 0.438], [1.798, 5.349, -0.095], [0.606, 3.643, -2.671], [1.078, 1.954, -2.962], [3.778, 2.743, 1.009], [6.185, 3.066, 0.594], [7.013, 3.350, -1.720], [5.413, 3.325, -3.606], [3.021, 3.006, -3.199], [-0.873, 3.466, 0.783], [-1.593, 5.633, 1.720], [-0.126, 7.618, 1.521], [2.032, 7.432, 0.327], [2.740, 5.282, -0.623]], "multiplicity": 3, "homo_energy_ev": [-6.9, -6.9]}

{"formula": "C46H40N11SSiTa", "method": "ωB97M-V/def2-TZVPD", "elements": ["Ta", "C", "C", "C", "C", "N", "C", "N", "C", "N", "C", "N", "C", "C", "C", "C", "C", "N", "C", "C", "C", "C", "C", "C", "H", "H", "H", "H", "H", "H", "H", "H", "H", "H", "H", "H", "C", "C", "C", "C", "C", "C", "N", "N", "C", "C", "C", "C", "C", "N", "H", "H", "H", "H", "H", "H", "H", "H", "H", "S", "C", "N", "C", "C", "C", "N", "H", "H", "H", "H", "N", "C", "C", "C", "C", "C", "C", "C", "C", "C", "H", "H", "H", "H", "C", "Si", "C", "C", "C", "H", "H", "H", "H", "H", "H", "H", "H", "H", "H", "H"], "coordinates": [[-0.421, 0.302, 0.579], [0.213, -1.897, 4.555], [-0.550, -1.065, 5.370], [-1.565, -0.339, 4.800], [-1.773, -0.388, 3.421], [-0.929, -1.072, 2.602], [-0.003, -1.858, 3.205], [-2.952, 0.189, 2.978], [-3.296, 0.368, 1.782], [-2.510, 0.236, 0.608], [-3.341, 0.486, -0.480], [-3.053, 0.377, -1.715], [-1.988, -0.385, -2.183], [-1.897, -0.514, -3.570], [-1.040, -1.438, -4.118], [-0.318, -2.267, -3.266], [-0.416, -2.049, -1.918], [-1.181, -1.090, -1.361], [-4.666, 0.899, 0.004], [-5.817, 1.240, -0.680], [-6.956, 1.491, 0.076], [-6.937, 1.382, 1.467], [-5.776, 1.022, 2.144], [-4.648, 0.793, 1.384], [0.964, -2.561, 4.964], [-0.369, -1.019, 6.438], [-2.246, 0.263, 5.387], [0.588, -2.488, 2.565], [-2.551, 0.087, -4.188], [-0.972, -1.553, -5.194], [0.307, -3.066, -3.645], [0.118, -2.681, -1.236], [-5.837, 1.302, -1.762], [-7.880, 1.761, -0.423], [-7.845, 1.570, 2.027], [-5.753, 0.921, 3.224], [5.074, -1.472, 1.976], [4.686, -0.506, 2.975], [3.475, 0.098, 2.980], [2.521, -0.176, 1.954], [2.900, -1.092, 0.842], [4.214, -1.776, 1.007], [1.339, 0.430, 1.960], [1.183, 1.275, 3.035], [0.161, 2.058, 2.931], [-0.099, 2.982, 3.999], [-1.164, 3.799, 3.930], [-2.024, 3.755, 2.779], [-1.775, 2.884, 1.794], [-0.703, 1.981, 1.837], [6.044, -1.949, 2.032], [5.390, -0.262, 3.763], [3.201, 0.798, 3.754], [3.117, -0.382, 0.016], [4.480, -2.496, 0.236], [0.594, 2.981, 4.830], [-1.369, 4.500, 4.730], [-2.877, 4.416, 2.695], [-2.391, 2.850, 0.916], [-0.701, 2.757, -1.068], [-1.622, 3.361, -2.372], [-2.761, 2.782, -2.842], [-3.503, 3.335, -3.829], [-3.113, 4.502, -4.393], [-1.909, 5.042, -3.912], [-1.194, 4.500, -2.943], [-3.023, 1.873, -2.459], [-4.394, 2.795, -4.123], [-3.687, 4.975, -5.177], [-1.507, 5.954, -4.345], [7.127, 0.879, -6.117], [6.239, 0.854, -5.386], [5.123, 0.815, -4.468], [5.208, 1.478, -3.245], [4.145, 1.429, -2.363], [2.987, 0.715, -2.698], [2.906, 0.066, -3.934], [3.969, 0.115, -4.813], [1.920, 0.621, -1.747], [1.058, 0.504, -0.891], [6.105, 2.031, -2.996], [4.195, 1.950, -1.415], [2.003, -0.470, -4.193], [3.917, -0.384, -5.773], [2.924, -4.502, -0.922], [1.832, -3.897, 0.467], [0.077, -4.476, 0.240], [2.447, -4.412, 2.152], [1.762, -1.980, 0.303], [3.639, -5.249, -0.556], [3.501, -3.699, -1.397], [2.329, -4.986, -1.707], [0.052, -5.573, 0.209], [-0.383, -4.120, -0.686], [-0.562, -4.164, 1.075], [3.136, -5.257, 2.056], [1.619, -4.744, 2.790], [2.978, -3.613, 2.675], [0.789, -1.675, 0.746], [1.692, -1.785, -0.758]], "total_charge": 2, "homo_energy_ev": -12.5}

{"formula": "C46H40N3O7P2Zr", "method": "ωB97M-V/def2-TZVPD", "elements": ["Zr", "O", "C", "O", "C", "C", "C", "C", "C", "C", "P", "C", "C", "C", "C", "C", "C", "C", "C", "C", "C", "C", "C", "H", "H", "H", "H", "H", "H", "H", "H", "H", "H", "H", "H", "H", "H", "N", "P", "C", "C", "C", "C", "C", "C", "C", "C", "C", "C", "C", "C", "C", "C", "C", "C", "C", "N", "H", "H", "H", "H", "H", "H", "H", "H", "H", "H", "H", "H", "H", "H", "H", "C", "C", "C", "C", "C", "C", "C", "C", "C", "C", "O", "O", "H", "H", "H", "H", "H", "H", "H", "H", "H", "H", "H", "O", "N", "O", "O"], "coordinates": [[-0.562, 0.332, -0.485], [-1.474, -2.226, -3.094], [-0.713, -2.221, -2.155], [-0.998, -1.570, -1.031], [0.614, -2.911, -2.200], [0.772, -3.822, -3.240], [1.975, -4.473, -3.442], [3.042, -4.186, -2.608], [2.892, -3.274, -1.574], [1.682, -2.629, -1.333], [1.531, -1.473, 0.110], [3.184, -0.777, 0.432], [3.256, 0.613, 0.308], [4.443, 1.293, 0.534], [5.580, 0.596, 0.906], [5.521, -0.783, 1.055], [4.337, -1.463, 0.822], [1.078, -2.670, 1.421], [-0.197, -3.235, 1.402], [-0.554, -4.193, 2.338], [0.356, -4.606, 3.298], [1.623, -4.044, 3.324], [1.982, -3.077, 2.398], [-0.074, -3.997, -3.891], [2.081, -5.186, -4.248], [3.998, -4.671, -2.756], [3.750, -3.064, -0.960], [2.371, 1.187, 0.061], [4.471, 2.370, 0.427], [6.508, 1.121, 1.089], [6.400, -1.335, 1.360], [4.329, -2.532, 0.977], [-0.919, -2.935, 0.657], [-1.550, -4.618, 2.312], [0.081, -5.362, 4.022], [2.340, -4.355, 4.074], [2.954, -2.614, 2.474], [-1.847, 1.160, -3.508], [-2.086, 2.113, -2.108], [-2.823, 3.650, -2.686], [-4.157, 3.682, -3.090], [-4.688, 4.852, -3.610], [-3.891, 5.984, -3.721], [-2.566, 5.954, -3.310], [-2.028, 4.788, -2.789], [-3.410, 1.260, -1.211], [-3.645, -0.098, -1.422], [-4.501, -0.794, -0.572], [-5.125, -0.136, 0.472], [-4.897, 1.223, 0.680], [-4.037, 1.919, -0.146], [-0.588, 0.671, -3.792], [-0.210, 0.370, -5.104], [1.073, -0.054, -5.344], [1.980, -0.148, -4.286], [1.526, 0.139, -3.026], [0.254, 0.509, -2.759], [-2.490, 1.192, -4.287], [-4.783, 2.804, -2.984], [-5.723, 4.882, -3.922], [-4.310, 6.898, -4.122], [-1.955, 6.844, -3.384], [-1.006, 4.764, -2.434], [-3.177, -0.618, -2.249], [-4.679, -1.847, -0.744], [-5.797, -0.674, 1.128], [-5.389, 1.735, 1.496], [-3.834, 2.969, 0.035], [-0.926, 0.485, -5.906], [1.383, -0.292, -6.352], [3.005, -0.451, -4.438], [2.192, 0.073, -2.174], [2.063, -1.123, 5.390], [1.333, -0.422, 4.276], [-0.107, -0.748, 4.155], [-0.955, -0.430, 3.181], [-2.382, -0.883, 3.185], [-0.054, 1.706, 2.454], [0.991, 1.942, 3.238], [1.375, 3.362, 3.561], [1.849, 0.879, 3.804], [-0.534, 3.011, 0.605], [-1.113, 3.919, 0.073], [0.285, 2.157, 0.028], [1.929, -2.202, 5.318], [1.676, -0.795, 6.356], [3.128, -0.897, 5.343], [-0.516, -1.331, 4.971], [-2.570, -1.454, 4.092], [-2.597, -1.512, 2.320], [-3.064, -0.034, 3.140], [1.972, 3.799, 2.756], [1.975, 3.395, 4.470], [0.501, 3.993, 3.703], [2.753, 1.249, 4.279], [-0.748, 2.772, 1.936], [-0.556, 0.399, 2.056], [2.055, -0.308, 3.042], [-1.646, 0.540, 1.156]], "total_charge": 1, "homo_energy_ev": -10.4}

Number 1: electronic energy -128425.5653 eV. Number 2: electronic energy -86219.3871 eV. Number 3: electronic energy -84993.0679 eV. Number 4: electronic energy -87010.1227 eV.